i.
Molecular formula: C3H9NO
Method: DFT, ωB97M-V/def2-TZVPD

```
! RIJCOSX wB97M-V def2-TZVPD def2/J DEFGRID3
* xyz -1 2
C 1.2274 0.5121 0.8200
C -0.1737 -0.0096 1.1886
C -0.3885 -1.6339 -0.5294
N -0.8831 -0.5494 0.0748
H 1.6556 1.2535 1.5156
H 1.1051 1.0228 -0.1324
H 1.9873 -0.2700 0.8163
H -0.2656 -0.7185 2.0334
H -0.7204 0.8480 1.6279
H 0.3642 -2.2634 -0.0457
H -0.7249 -1.8646 -1.5368
H -0.9069 0.6560 -1.4278
H -1.5861 1.6657 -2.2949
O -0.6905 1.3512 -2.1096
*
```

HOMO level (spin up / spin down) (eV): 0.41 / -3.33


ii.
Molecular formula: C3H9NO
Method: DFT, ωB97M-V/def2-TZVPD

```
! RIJCOSX wB97M-V def2-TZVPD def2/J DEFGRID3
* xyz -1 2
C -0.1873 -1.8949 1.1458
C -0.0678 -0.8724 0.0296
C -0.9518 0.1263 -0.1031
N -0.7803 1.2561 -0.9215
H 0.8052 -2.3549 1.2310
H -0.8192 -2.7387 0.8280
H -0.4362 -1.4886 2.1164
H 0.6464 -1.1301 -0.7367
H -1.8870 0.1338 0.4432
H -1.5918 1.3356 -1.5296
H 0.0733 1.2351 -1.4635
H 1.0673 2.4725 -0.5967
H 2.1384 1.7578 0.2043
O 1.9908 2.1623 -0.6473
*
```

HOMO level (spin up / spin down) (eV): 1.44 / -4.31


Unit: kcal/mol. Relative energies: i 0.0; ii 9.6.


i.
Molecular formula: C5H11N2O
Method: DFT, ωB97M-V/def2-TZVPD

```
! RIJCOSX wB97M-V def2-TZVPD def2/J DEFGRID3
* xyz 1 1
O -2.0510 2.6901 0.0822
C -1.2148 1.9597 -0.3619
C -1.0572 0.5179 0.1146
C 0.2922 0.2340 0.7429
C 1.3646 -0.1649 -0.2773
C 1.5606 -1.4415 -0.6190
N 2.5022 -1.8906 -1.4841
N -2.1984 0.3129 1.0715
H -0.4909 2.2436 -1.1474
H -1.2560 -0.0752 -0.7673
H 0.2489 -0.5492 1.5206
H 0.6810 1.1013 1.2808
H 2.0585 0.5893 -0.6110
H 0.8799 -2.2011 -0.2330
H 3.3032 -1.3090 -1.6710
H 2.7056 -2.8726 -1.5464
H -2.6935 1.2129 1.1744
H -1.8293 0.0743 1.9975
H -2.8055 -0.4320 0.7338
*
```

HOMO level (eV): -11.70
Structure (SMILES): N/C=C/C[C@@H]([NH3+])C=O


ii.
Molecular formula: C5H11N2O
Method: DFT, ωB97M-V/def2-TZVPD

```
! RIJCOSX wB97M-V def2-TZVPD def2/J DEFGRID3
* xyz 1 1
C -2.0017 -0.6035 -1.8274
C -0.8055 0.3605 -0.3982
C 2.2191 0.1570 1.6963
C 0.2175 0.9345 0.5214
C 0.8388 -0.2282 1.2912
N -2.0749 0.2085 -0.5583
N -0.4986 -0.3866 -1.7039
O -2.9583 0.4522 0.2103
H -2.4133 -1.6174 -1.6914
H -2.4632 -0.2524 -2.6948
H 2.7647 0.7453 0.8920
H 2.7516 -0.7900 2.0094
H 2.3893 0.7010 2.6493
H 1.0878 1.2719 -0.0553
H -0.2498 1.7420 1.1234
H 0.0990 -0.5550 1.9978
H 0.9892 -1.0475 0.5466
H 0.1424 -1.2777 -1.4838
H -0.0341 0.1854 -2.5246
*
```

HOMO level (eV): -13.57
Structure (SMILES): CCCC1=[N+]([O-])C[NH2+]1


Unit: kcal/mol. Relative energies: i 0.0; ii 88.9.


i.
Molecular formula: C5H11N2O
Method: DFT, ωB97M-V/def2-TZVPD

```
! RIJCOSX wB97M-V def2-TZVPD def2/J DEFGRID3
* xyz 1 1
O -0.6904 2.2216 -0.9211
C 0.6064 2.0871 -1.5182
C 1.0325 -0.7486 -0.3313
C 0.5991 -1.3890 0.9766
C -0.8294 -1.4868 1.1994
C -1.8005 -0.4571 0.9875
N -2.9264 -0.4934 1.5815
N 2.3505 -1.1986 -0.5328
H 0.4237 2.0426 -2.5895
H 0.3153 -0.9146 -1.1465
H 1.0926 -2.3603 1.0402
H 0.9513 -0.7886 1.8418
H -1.2140 -2.4565 1.5236
H -1.5607 0.2797 0.2064
H -0.4931 3.1507 -0.7149
H -3.4925 0.3257 1.3682
H 2.6949 -0.8997 -1.4489
H 1.2478 2.8794 -1.1537
H 1.6931 0.2064 -0.3685
*
```

HOMO level (eV): -11.11


ii.
Molecular formula: C5H11N2O
Method: DFT, ωB97M-V/def2-TZVPD

```
! RIJCOSX wB97M-V def2-TZVPD def2/J DEFGRID3
* xyz 1 1
C -0.0267 0.8388 0.4368
C 0.2442 2.1010 0.7674
C -0.5297 -1.4715 0.3702
C -1.8022 -0.7015 -0.2682
C 1.8644 -0.5874 0.1140
N 0.5714 -0.3633 0.7192
N -1.3142 0.6225 -0.6002
O 2.0391 -0.5521 -1.2270
H -0.2730 2.9045 0.3208
H 1.0103 2.4929 1.5408
H -0.8098 -2.0009 1.3286
H 0.0865 -2.1629 -0.2669
H -2.0031 -1.3358 -1.2375
H -2.7074 -0.6379 0.3026
H 2.2067 -1.5652 0.5991
H 2.5184 0.1686 0.7191
H -2.0185 1.3283 -0.4879
H -0.9941 0.6138 -1.5368
H 1.9375 0.3083 -1.5940
*
```

HOMO level (eV): -13.68
Structure (SMILES): C=C1[NH2+]CCN1CO


Unit: kcal/mol. Relative energies: i 187.5; ii 0.0.


i.
Molecular formula: C5H11N2O
Method: DFT, ωB97M-V/def2-TZVPD

```
! RIJCOSX wB97M-V def2-TZVPD def2/J DEFGRID3
* xyz 1 1
C -0.9385 -1.5671 1.2895
C -0.5819 -0.4473 0.6408
C -2.5190 -1.2261 -0.1362
N -2.2217 -1.9475 0.9666
N -1.5855 -0.3047 -0.3081
C 1.3684 0.5048 -0.6202
C 0.6028 0.4853 0.7675
H -0.4573 -1.9638 2.1835
H -3.4706 -1.1774 -0.6654
H -2.7975 -2.7243 1.3384
H -1.6314 0.5071 -0.9501
H 1.5723 -0.5358 -0.9236
H 2.3204 1.0619 -0.6121
H 0.6985 0.9640 -1.3665
H 1.1529 0.0891 1.6427
H 0.1470 1.4494 1.0648
O 2.5140 2.5456 -1.5715
H 3.2581 2.1359 -2.0682
H 2.5690 2.1507 -0.6719
*
```

HOMO level (eV): -13.74


ii.
Molecular formula: C5H11N2O
Method: DFT, ωB97M-V/def2-TZVPD

```
! RIJCOSX wB97M-V def2-TZVPD def2/J DEFGRID3
* xyz 1 1
C 0.6029 0.2875 0.6958
C -2.0527 3.0538 -0.8733
C 1.8082 -1.3082 -0.7175
C -1.8350 1.7033 -0.4560
C 0.8950 -2.1853 1.3085
N 1.0554 -0.9217 0.5136
N -1.3300 0.6352 0.0090
O -2.8882 1.9663 -1.2476
H 1.0643 0.9637 0.0049
H 0.0898 0.5417 1.6110
H -2.4582 3.7639 -0.2316
H -1.4636 3.4288 -1.6592
H 1.6433 -0.5188 -1.4010
H 2.8433 -1.3873 -0.5687
H 1.8716 -2.5345 1.8239
H 0.0532 -2.1099 1.9022
H 0.7013 -2.9451 0.6000
H 1.4724 -2.2876 -1.1425
H -2.0727 -0.1457 -0.1715
*
```

HOMO level (eV): -14.47


Unit: kcal/mol. Relative energies: i 0.0; ii 53.7.


i.
Molecular formula: C2H3F2N
Method: DFT, ωB97M-V/def2-TZVPD

```
! RIJCOSX wB97M-V def2-TZVPD def2/J DEFGRID3
* xyz 0 1
C 0.2053 0.4389 -0.0354
C 1.3355 -0.3372 0.2249
N -0.8076 -0.3852 -0.0412
F 0.0489 0.2708 2.5175
F 2.6055 -0.0090 0.2746
H 0.2736 1.5487 -0.2216
H 1.1236 -1.3306 0.4734
H -1.7050 0.1007 -0.0210
*
```

HOMO level (spin up / spin down) (eV): -9.23 / -11.31


ii.
Molecular formula: C2H3F2N
Method: DFT, ωB97M-V/def2-TZVPD

```
! RIJCOSX wB97M-V def2-TZVPD def2/J DEFGRID3
* xyz 0 1
C 0.8560 -0.9972 -0.6238
C -1.3585 0.9697 0.8021
N 1.6767 -0.1233 -0.6704
F 0.7610 -2.3072 -0.9120
F -2.0506 0.0547 0.1538
H -1.5678 1.0246 1.8305
H -1.0308 1.7627 0.2917
H 2.7139 -0.3840 -0.8718
*
```

HOMO level (spin up / spin down) (eV): -8.35 / -9.29


Unit: kcal/mol. Relative energies: i 0.0; ii 7.1.


i.
Molecular formula: C2H3F2N
Method: DFT, ωB97M-V/def2-TZVPD

```
! RIJCOSX wB97M-V def2-TZVPD def2/J DEFGRID3
* xyz 0 1
C 1.2423 0.3397 0.2641
C -1.6091 0.2285 -0.3342
N 1.5760 -0.6079 0.9260
F 1.7397 1.1708 -0.6804
F -2.0503 -0.9206 0.2562
H -2.2283 1.0791 0.0234
H -1.0965 0.0152 -1.1913
H 2.4264 -1.3048 0.7361
*
```

HOMO level (spin up / spin down) (eV): -8.99 / -8.64


ii.
Molecular formula: C2H3F2N
Method: DFT, ωB97M-V/def2-TZVPD

```
! RIJCOSX wB97M-V def2-TZVPD def2/J DEFGRID3
* xyz 0 1
C -0.1480 0.6926 0.2306
C -0.2420 -0.7445 0.0378
N 0.6909 0.0411 -0.6841
F -0.9876 1.6522 -0.1337
F 0.3013 -1.6223 0.8151
H 0.8498 1.1123 1.6558
H -1.2228 -1.1138 -0.2566
H 0.7585 -0.0175 -1.6649
*
```

HOMO level (eV): -9.66


Unit: kcal/mol. Relative energies: i 15.3; ii 0.0.